Entry from the OMol25 dataset: C2H4ClFN2 in the gas phase (the ωB97M-V functional and the def2-TZVPD basis).

Each atom is followed by the atoms it is bonded to, with distances in Å.
Atoms and positions in Å:
1 H -0.068 2.087 -0.137  N2 0.978
2 N -0.555 1.497 -0.746  H1 0.978, C3 1.291
3 C -0.328 0.307 -0.301  N2 1.291, N4 1.345, C5 1.553
4 N -1.006 -0.771 -0.733  C3 1.345, H8 1.002, H9 1.026
5 C 0.740 -0.082 0.757  C3 1.553, F6 1.354, Cl7 1.878, H10 1.064
6 F 0.648 -1.389 1.098  C5 1.354
7 Cl 2.513 0.287 0.261  C5 1.878
8 H -1.708 -0.658 -1.439  N4 1.002
9 H -0.743 -1.711 -0.417  N4 1.026
10 H 0.507 0.434 1.658  C5 1.064

Values from the calculation:
SMILES string: [H]/N=C(/N)[C@@H](F)Cl
Total charge: 0
Energy relative to the best compared isomer or geometry (same formula, charge and spin), eV: 0.2333
Molecular weight, g/mol: 110.519
E_HOMO, eV: -9.559
Gap between HOMO and LUMO, Eh: 0.378

---

Entry from the OMol25 dataset: C2H4ClFS in the gas phase (the ωB97M-V functional and the def2-TZVPD basis).

Each atom is followed by the atoms it is bonded to, with distances in Å.
Atoms and positions in Å:
1 F -0.927 1.161 -0.966  C2 1.369
2 C -0.935 0.228 0.036  F1 1.369, Cl3 1.754, C4 1.539, H6 1.128
3 Cl -1.942 -1.102 -0.508  C2 1.754
4 C 0.502 -0.068 0.503  C2 1.539, S5 1.716, H7 1.114, H8 1.156
5 S 1.528 -0.781 -0.674  C4 1.716, H9 1.369
6 H -1.426 0.613 0.975  C2 1.128
7 H 0.473 -1.029 1.066  C4 1.114
8 H 0.975 0.762 1.153  C4 1.156
9 H 1.753 0.216 -1.584  S5 1.369

Values from the calculation:
SMILES string: F[C@@H](Cl)CS
Total charge: 0
Energy relative to the best compared isomer or geometry (same formula, charge and spin), eV: 0.5314
Molecular weight, g/mol: 114.572
E_HOMO, eV: -9.445
Gap between HOMO and LUMO, Eh: 0.376

---

Entry from the OMol25 dataset: 2 unconnected molecules or ions with the total composition C2H4ClI (the ωB97M-V functional and the def2-TZVPD basis).

Each atom is followed by the atoms it is bonded to, with distances in Å.
Atoms and positions in Å:
1 C -0.468 -0.422 -0.062  C2 1.336, H4 1.102, H5 1.107
2 C -0.417 0.763 0.554  C1 1.336, Cl3 1.677, H6 1.102
3 Cl -1.043 2.223 0.017  C2 1.677
4 H 0.051 -1.288 0.380  C1 1.102
5 H -0.830 -0.423 -1.109  C1 1.107
6 H -0.214 0.921 1.626  C2 1.102
7 I 3.555 -0.021 0.001  H8 1.583
8 H 3.092 -1.484 -0.387  I7 1.583

Values from the calculation:
SMILES string: C=CCl.I
Total charge: 0
Energy relative to the best compared isomer or geometry (same formula, charge and spin), eV: 0.9543
Molecular weight, g/mol: 190.411
E_HOMO, eV: -9.529
Gap between HOMO and LUMO, Eh: 0.371

---

Entry from the OMol25 dataset: 2 unconnected molecules or ions with the total composition C2H4ClIS (the ωB97M-V functional and the def2-TZVPD basis).

Each atom is followed by the atoms it is bonded to, with distances in Å.
Atoms and positions in Å:
1 C -1.471 -1.106 1.163  S3 1.542, H6 1.069
2 C 1.800 1.011 -0.450  I5 2.137, H7 1.083, H8 1.083, H9 1.082
3 S -2.455 -0.059 0.604  C1 1.542, Cl4 2.176
4 Cl -3.984 -0.666 -0.820  S3 2.176
5 I 2.228 -1.017 0.071  C2 2.137
6 H -1.298 -2.153 1.026  C1 1.069
7 H 1.544 1.044 -1.501  C2 1.083
8 H 0.961 1.335 0.154  C2 1.083
9 H 2.675 1.613 -0.247  C2 1.082

Values from the calculation:
Total charge: 0
Energy relative to the best compared isomer or geometry (same formula, charge and spin), eV: 2.2094
Molecular weight, g/mol: 222.478
E_HOMO, eV: -9.502
Gap between HOMO and LUMO, Eh: 0.325

---

Entry from the OMol25 dataset: C2H4ClN in the gas phase (the ωB97M-V functional and the def2-TZVPD basis).

Each atom is followed by the atoms it is bonded to, with distances in Å.
Atoms and positions in Å:
1 Cl 2.153 0.119 0.081  C2 1.669
2 C 0.591 -0.163 -0.437  Cl1 1.669, C3 1.615, N4 1.437, H5 1.154
3 C -0.772 0.496 0.124  C2 1.615, N4 1.466, H6 1.010, H7 1.049
4 N -0.382 -0.904 0.318  C2 1.437, C3 1.466, H8 1.086
5 H 0.716 -0.332 -1.572  C2 1.154
6 H -0.819 1.252 0.793  C3 1.010
7 H -1.503 0.683 -0.604  C3 1.049
8 H 0.016 -1.150 1.298  N4 1.086

Values from the calculation:
SMILES string: Cl[C@@H]1CN1
Total charge: 0
Energy relative to the best compared isomer or geometry (same formula, charge and spin), eV: 1.7721
Molecular weight, g/mol: 77.514
E_HOMO, eV: -9.171
Gap between HOMO and LUMO, Eh: 0.380

---

Entry from the OMol25 dataset: C2H4ClN2P in the gas phase (the ωB97M-V functional and the def2-TZVPD basis).

Each atom is followed by the atoms it is bonded to, with distances in Å.
Atoms and positions in Å:
1 C 0.366 -0.816 -0.496  C2 1.602, N3 1.408, H7 1.102, H8 1.045
2 C -0.366 -0.152 0.765  C1 1.602, N4 1.459, H9 1.139, H10 1.016
3 N -0.030 -0.066 -1.620  C1 1.408, P5 1.474
4 N -0.437 1.305 0.772  C2 1.459, Cl6 1.748
5 P -0.639 1.266 -1.794  N3 1.474
6 Cl 1.141 2.053 0.850  N4 1.748
7 H 1.468 -0.805 -0.485  C1 1.102
8 H 0.028 -1.799 -0.392  C1 1.045
9 H -1.463 -0.459 0.740  C2 1.139
10 H -0.067 -0.528 1.660  C2 1.016

Values from the calculation:
Total charge: 0
Energy relative to the best compared isomer or geometry (same formula, charge and spin), eV: 3.8957
Molecular weight, g/mol: 122.495
E_HOMO, eV: -8.122
Gap between HOMO and LUMO, Eh: 0.272

---

Entry from the OMol25 dataset: C2H4ClN3 in the gas phase (the ωB97M-V functional and the def2-TZVPD basis).

Each atom is followed by the atoms it is bonded to, with distances in Å.
Atoms and positions in Å:
1 C 1.392 1.405 0.063  N2 1.298, H7 1.117, H8 1.103
2 N 0.918 0.313 -0.453  C1 1.298, C3 1.296
3 C -0.196 -0.272 -0.143  N2 1.296, N4 1.416, N5 1.618
4 N -0.479 -1.656 -0.039  C3 1.416, H9 0.988, H10 0.986
5 N -1.387 0.815 -0.013  C3 1.618, Cl6 1.726
6 Cl -2.882 -0.046 0.035  N5 1.726
7 H 2.302 1.833 -0.424  C1 1.117
8 H 1.283 1.934 1.025  C1 1.103
9 H 0.370 -2.162 -0.058  N4 0.988
10 H -1.323 -2.163 0.007  N4 0.986

Values from the calculation:
SMILES string: C=N/C(N)=N/Cl
Total charge: 0
Energy relative to the best compared isomer or geometry (same formula, charge and spin), eV: 2.1771
Molecular weight, g/mol: 105.528
E_HOMO (alpha / beta), eV: -7.996 / -8.000
Gap between HOMO and LUMO (alpha / beta), Eh: 0.275 / 0.275

---

Entry from the OMol25 dataset: 2 unconnected molecules or ions with the total composition C2H4ClNO (the ωB97M-V functional and the def2-TZVPD basis).

Each atom is followed by the atoms it is bonded to, with distances in Å.
Atoms and positions in Å:
1 C 0.566 1.236 0.567  O4 1.165, H6 1.093
2 C -0.672 -0.386 0.249  N3 1.412, H7 1.121, H8 1.198
3 N -0.163 -1.108 -0.853  C2 1.412, Cl5 1.697, H9 1.029
4 O 0.388 2.100 1.327  C1 1.165
5 Cl 1.525 -1.241 -0.967  N3 1.697
6 H 1.465 1.109 -0.042  C1 1.093
7 H -0.573 -0.885 1.248  C2 1.121
8 H -1.812 -0.039 0.125  C2 1.198
9 H -0.723 -0.786 -1.654  N3 1.029

Values from the calculation:
Total charge: 0
Energy relative to the best compared isomer or geometry (same formula, charge and spin), eV: 3.9549
Molecular weight, g/mol: 93.513
E_HOMO, eV: -8.046
Gap between HOMO and LUMO, Eh: 0.319

---

Entry from the OMol25 dataset: 2 unconnected molecules or ions with the total composition C2H4ClNO (the ωB97M-V functional and the def2-TZVPD basis).

Each atom is followed by the atoms it is bonded to, with distances in Å.
Atoms and positions in Å:
1 C 1.042 0.076 0.448  C2 1.463, H6 1.033, H7 1.070, H8 1.085
2 C -0.136 0.600 -0.243  C1 1.463, Cl5 1.762, H9 1.136
3 N -1.192 -1.251 -1.239  O4 1.142
4 O -2.082 -1.494 -0.568  N3 1.142
5 Cl -1.517 0.934 0.800  C2 1.762
6 H 0.918 -0.918 0.701  C1 1.033
7 H 1.903 0.261 -0.160  C1 1.070
8 H 1.096 0.539 1.428  C1 1.085
9 H -0.032 1.253 -1.167  C2 1.136

Values from the calculation:
Total charge: 0
Energy relative to the best compared isomer or geometry (same formula, charge and spin), eV: 4.2595
Molecular weight, g/mol: 93.513
E_HOMO (alpha / beta), eV: -7.876 / -8.334
Gap between HOMO and LUMO (alpha / beta), Eh: 0.298 / 0.303

---

Entry from the OMol25 dataset: C2H4ClNO3 in the gas phase (the ωB97M-V functional and the def2-TZVPD basis).

Each atom is followed by the atoms it is bonded to, with distances in Å.
Atoms and positions in Å:
1 C 1.281 -0.277 -0.473  C2 1.527, H8 1.184, H9 1.137, H10 1.109
2 C -0.102 -0.157 0.164  C1 1.527, O3 1.381, Cl4 1.942, N5 1.611
3 O 0.155 -0.141 1.521  C2 1.381, H11 0.953
4 Cl -1.063 -1.781 -0.294  C2 1.942
5 N -1.190 0.942 -0.288  C2 1.611, O6 1.196, O7 1.216
6 O -1.290 1.224 -1.445  N5 1.196
7 O -1.828 1.392 0.645  N5 1.216
8 H 1.917 -1.004 0.211  C1 1.184
9 H 1.156 -0.706 -1.519  C1 1.137
10 H 1.667 0.762 -0.445  C1 1.109
11 H -0.702 -0.255 1.923  O3 0.953

Values from the calculation:
SMILES string: C[C@](O)(Cl)[N+](=O)[O-]
Total charge: 0
Energy relative to the best compared isomer or geometry (same formula, charge and spin), eV: 4.0715
Molecular weight, g/mol: 125.511
E_HOMO, eV: -11.351
Gap between HOMO and LUMO, Eh: 0.402

---

no.,strongest force on any atom (eV/Å)
1,2.4
2,3.1
3,2.4
4,1.6
5,4.9
6,3.8
7,9.8
8,3.9
9,2.5
10,2.7